# C11H25N3O3P2Tb

A molecular structure, C11H25N3O3P2Tb (ωB97M-V with the def2-TZVPD basis set, the OMol25 dataset).

XYZ file:
```
45
Properties=species:S:1:pos:R:3:forces:R:3:lowdin_charge:R:1
Tb -0.11498 0.03521 0.32025 -1.671 0.716 -0.744 1.340
P -1.54658 -1.86377 -0.94438 -0.441 -0.314 0.167 0.787
P -1.29575 2.39833 -0.40306 -0.687 -0.972 -0.430 0.810
N 1.46914 -1.53012 0.08681 1.280 -1.498 -0.078 -0.155
N 1.70381 1.25173 0.32679 1.068 1.223 -0.811 -0.172
H 3.56218 -1.64052 0.63596 -0.506 0.427 0.270 0.142
H 3.63254 0.91279 1.22039 -0.282 -0.297 -0.597 0.141
H 2.42237 -1.01987 1.91890 0.085 -0.316 -0.700 0.126
C 2.66566 -1.01304 0.83067 0.097 -0.167 -0.141 -0.144
H 3.49779 0.45319 -0.54001 -0.472 0.394 0.620 0.133
C 2.96450 0.48017 0.44071 0.307 0.137 0.117 -0.157
H 2.07328 -3.46580 -0.61063 -0.351 0.936 0.191 0.161
H 2.35656 3.28145 0.55982 -0.560 -0.619 -0.268 0.154
C 1.31023 -2.64645 -0.52551 -0.360 0.124 -0.064 -0.115
C 1.52978 2.57571 0.30301 -0.242 -0.195 0.011 -0.186
H -0.41763 -3.97754 -0.87222 0.832 0.239 -0.559 0.085
C -0.02172 -3.00386 -1.23391 -1.118 0.251 0.174 -0.333
H 0.09518 -2.97739 -2.34138 0.198 -0.410 0.820 0.081
H -1.65345 2.26195 -1.82774 0.290 0.474 1.566 0.019
H -2.44000 2.44229 0.54652 1.138 1.053 -1.287 -0.007
H -2.21262 -1.52397 -2.19659 0.483 -0.867 1.038 -0.004
H -2.47041 -2.55929 -0.01270 0.684 -0.028 -1.555 -0.043
O 0.12598 0.01872 -1.99171 -0.106 -0.221 1.435 -0.494
C 1.30237 0.16569 -2.75008 0.560 0.180 0.220 -0.588
C 1.33993 -0.77698 -3.95506 -0.256 0.186 0.056 -0.043
C 1.44021 1.63004 -3.16759 -0.074 -0.073 -0.246 -0.048
H 2.19305 -0.08609 -2.12260 -0.285 0.051 -0.221 0.099
H 1.36421 -1.81932 -3.61056 0.087 0.165 -0.208 0.055
H 0.41704 -0.62643 -4.53439 0.297 -0.087 -0.002 0.093
H 2.21760 -0.58864 -4.60035 -0.423 -0.121 0.320 0.097
H 1.36375 2.28687 -2.29435 0.084 -0.117 -0.171 0.041
H 2.39476 1.82974 -3.67954 -0.370 -0.041 0.088 0.095
H 0.59869 1.86567 -3.83476 0.294 0.079 0.020 0.092
C 0.25419 3.19227 0.02856 0.324 0.663 0.136 -0.324
H 0.15592 4.27762 0.17236 0.412 -0.558 0.386 0.077
N -2.28401 -0.36671 4.48800 -0.702 -0.073 0.657 0.208
C -0.99286 0.38272 4.59902 0.231 0.435 -0.180 -0.035
C -0.64656 0.72295 3.18541 0.017 0.576 -1.368 -0.647
O -0.48603 1.86807 2.73576 -0.076 -1.811 0.551 0.031
O -0.65912 -0.38449 2.50774 0.141 0.265 -0.518 -0.229
H -3.02832 0.21724 4.07729 0.302 -0.206 0.047 0.191
H -2.59790 -0.60208 5.42640 -0.224 -0.211 0.222 0.178
H -2.21130 -1.24216 3.94087 0.306 0.582 0.095 0.179
H -1.11484 1.29396 5.17033 -0.145 -0.188 0.520 0.153
H -0.22943 -0.31047 4.95229 -0.167 0.232 0.422 0.157
```
Forces are in eV/Å.

As for the total charge: +2. The spin multiplicity is 8. As for the energy above the lowest of the compared OMol25 structures with the same formula, charge and spin: 87.5 kcal per mole. The LUMO energy (spin up / spin down) comes out at -5.999 / -8.271 eV. The expectation value of S² is 16.438. The HOMO energy (spin up / spin down) is -13.981 / -13.818 eV. As for the frontier orbital gap (spin up / spin down): 7.98 / 5.55 eV.



# C11H25O6S2

3 unconnected molecules or ions with the total composition C11H25O6S2 (ωB97M-V with the def2-TZVPD basis set, the OMol25 dataset).

XYZ file:
```
44
Properties=species:S:1:pos:R:3:forces:R:3:lowdin_charge:R:1
S 1.44664 0.23802 -1.28702 -0.005 0.151 -0.288 0.790
C 0.85699 1.18219 0.15221 0.149 -0.962 -0.080 -0.520
C -0.57740 0.88130 0.54312 -0.399 0.234 -0.245 -0.318
C -1.54364 1.07527 -0.63348 -0.296 0.546 0.662 -0.422
S -2.84688 -0.19747 -0.64182 0.577 -0.811 -0.970 1.123
H 1.31004 -1.00723 -0.81182 -0.016 0.042 0.236 -0.117
H 1.48509 0.91713 0.99101 0.227 0.265 0.232 0.080
H 1.00527 2.22340 -0.10017 0.042 0.240 -0.027 0.085
H -0.65494 -0.12215 0.94946 0.176 -0.282 0.021 0.099
H -0.88532 1.56224 1.33057 -0.045 0.030 0.256 0.113
H -1.03299 1.02356 -1.58690 -0.059 -0.367 -0.252 0.051
H -2.06346 2.01933 -0.54374 -0.058 0.235 -0.077 0.096
H -2.94577 -0.58460 0.64446 -0.357 0.543 0.182 -0.009
H -3.98568 0.48520 -0.85339 -0.066 0.088 0.516 0.004
C -7.02977 -1.72347 5.54702 0.175 0.198 0.070 -0.058
C -6.51880 -1.98841 4.14849 -0.335 -0.287 0.148 -0.201
O -5.61584 -0.95463 3.69825 0.125 0.066 -0.073 0.030
C -4.38867 -1.00578 4.20461 -0.155 -0.117 -0.026 -0.615
O -3.94402 -1.84066 4.94348 0.009 0.094 -0.035 0.141
O -3.69752 0.04198 3.71623 0.139 -0.017 -0.165 -0.024
C -2.37109 0.15290 4.24566 0.123 0.078 0.009 -0.042
H -7.49055 -0.73685 5.60334 -0.082 -0.039 -0.039 0.085
H -7.77077 -2.47260 5.82195 -0.020 -0.013 -0.037 0.086
H -6.22234 -1.75805 6.27632 0.023 -0.080 -0.013 0.078
H -7.34179 -1.97124 3.43750 0.078 0.123 -0.094 0.123
H -6.03008 -2.95919 4.07345 0.133 0.061 0.048 0.125
H -1.81462 -0.77279 4.10955 -0.051 -0.050 0.078 0.096
H -2.40512 0.41048 5.30158 0.018 -0.080 0.031 0.106
H -1.88656 0.95812 3.69813 -0.108 0.047 -0.016 0.078
C 6.86077 -1.08509 -5.78425 -0.224 0.096 -0.046 -0.064
C 7.36815 -0.15154 -4.70667 0.238 -0.310 -0.061 -0.203
O 6.58247 1.05102 -4.62045 -0.102 0.048 0.000 0.044
C 5.40698 0.93202 -4.01653 0.160 0.027 0.083 -0.606
O 4.95573 -0.06275 -3.50545 -0.028 0.047 -0.062 0.114
O 4.80189 2.12600 -4.04426 -0.018 -0.048 -0.029 0.010
C 3.49969 2.11962 -3.46645 -0.104 0.205 -0.036 -0.076
H 6.81213 -0.56783 -6.74302 0.094 -0.012 -0.009 0.084
H 7.52628 -1.94208 -5.88172 0.041 0.015 0.006 0.082
H 5.86240 -1.45163 -5.55082 0.018 -0.030 0.072 0.073
H 8.37359 0.18677 -4.94629 -0.045 0.159 0.013 0.124
H 7.40214 -0.63847 -3.73268 -0.138 0.026 0.022 0.124
H 3.52839 1.72475 -2.45580 0.037 -0.105 0.014 0.042
H 2.81840 1.53053 -4.08031 0.000 -0.086 0.075 0.094
H 3.16056 3.15268 -3.44334 0.131 0.033 -0.098 0.096
```
Forces are in eV/Å.

As for the total charge: +1. The LUMO energy comes out at -3.802 eV. The HOMO energy is -12.500 eV. As for the frontier orbital gap: 8.70 eV.



# C11H26AsN5O2PPdS4

A molecular structure, C11H26AsN5O2PPdS4 (ωB97M-V with the def2-TZVPD basis set, the OMol25 dataset).

XYZ file:
```
51
Properties=species:S:1:pos:R:3:forces:R:3:lowdin_charge:R:1
Pd 0.24942 1.04820 -0.83237 -0.001 0.058 -0.203 0.179
S 2.09763 4.36199 0.04697 0.035 -0.006 -0.010 -0.198
As 2.81822 2.74213 -1.09076 0.074 -0.040 0.147 -0.542
S 2.33345 0.83691 0.04375 -0.003 0.114 0.035 0.009
S 1.30770 2.12490 -2.62143 -0.143 -0.136 0.005 0.008
S 4.77169 2.70642 -1.82741 -0.030 -0.004 -0.026 -0.189
C -0.63285 1.89271 4.14864 -0.014 0.007 -0.005 -0.190
N -1.60523 2.44398 3.20766 -0.009 -0.009 0.017 -0.151
C -2.82950 1.65681 3.28676 -0.002 -0.001 0.000 -0.202
N -2.64162 0.22012 3.07049 0.011 -0.002 0.013 -0.156
C -1.63168 -0.25531 4.01658 -0.017 -0.011 -0.014 -0.205
N -0.36632 0.46583 3.95933 -0.002 -0.007 0.036 -0.153
C 0.33918 0.22490 2.69686 0.022 0.012 -0.051 -0.336
P -0.64900 0.76382 1.23290 0.109 0.026 0.123 0.867
C -1.06851 2.45655 1.84296 0.041 -0.029 -0.006 -0.295
C -2.24156 -0.06535 1.68772 -0.027 0.019 -0.067 -0.307
H -1.02677 2.03001 5.15934 0.005 -0.008 0.002 0.122
H 0.30313 2.44460 4.05623 -0.001 0.001 -0.003 0.132
H -3.54502 2.03308 2.55291 0.003 0.007 -0.003 0.124
H -3.25408 1.78705 4.28578 0.003 0.001 0.002 0.121
H -1.44748 -1.31678 3.83398 0.004 0.005 0.000 0.123
H -2.04092 -0.14251 5.02407 0.003 0.004 0.000 0.121
H 0.59120 -0.83508 2.60637 -0.023 -0.011 0.009 0.086
H 1.27980 0.77794 2.67749 -0.024 -0.012 0.001 0.054
H -1.79470 2.90996 1.16429 0.008 0.001 -0.007 0.096
H -0.15786 3.06049 1.78584 -0.009 0.019 -0.015 0.058
H -2.14923 -1.14718 1.56258 0.021 -0.010 -0.015 0.079
H -3.02426 0.27251 1.00291 0.006 0.000 0.008 0.092
O -1.64512 1.11962 -1.96916 -0.142 -0.358 -0.026 -0.178
H -1.41819 1.74209 -2.67369 0.086 -0.009 0.023 0.020
H -1.57395 0.21281 -2.36581 0.056 0.207 -0.030 0.025
C 0.65541 -0.78873 -4.84949 0.006 -0.004 -0.015 -0.061
N 1.13562 -1.37662 -3.61275 0.004 -0.113 -0.031 -0.131
C 2.52951 -1.07967 -3.28843 -0.003 0.038 0.066 -0.093
C 0.20855 -1.74052 -2.68821 -0.121 0.149 0.053 -0.519
O -0.99608 -1.43659 -2.80470 0.074 0.049 0.029 -0.030
N 0.62945 -2.47822 -1.61622 -0.016 0.021 -0.010 -0.137
C -0.26834 -2.63336 -0.49606 0.025 -0.024 0.009 -0.070
C 1.77384 -3.36242 -1.62296 0.006 0.007 -0.007 -0.061
H 1.31463 -1.09494 -5.66421 0.014 0.013 0.004 0.087
H 0.66288 0.30326 -4.78609 -0.016 -0.011 -0.007 0.053
H -0.35324 -1.13743 -5.05241 0.007 0.021 -0.003 0.083
H 2.77885 -0.10629 -3.70720 0.011 0.013 -0.002 0.056
H 3.21311 -1.83396 -3.68877 -0.015 -0.004 -0.012 0.083
H 2.66099 -0.97938 -2.21306 0.012 -0.021 -0.008 0.037
H -0.97441 -1.81138 -0.49141 -0.051 0.029 0.027 0.051
H 0.31195 -2.61695 0.43034 -0.008 0.011 0.001 0.087
H -0.82617 -3.57606 -0.54764 0.014 -0.005 -0.003 0.092
H 2.15500 -3.48352 -2.63157 0.013 -0.006 -0.027 0.079
H 1.46161 -4.34618 -1.25941 0.003 0.005 0.001 0.086
H 2.57925 -2.99426 -0.98152 0.002 0.003 -0.004 0.093
```
Forces are in eV/Å.

As for the total charge: -1. As for the energy above the lowest of the compared OMol25 structures with the same formula, charge and spin: 0.0 kcal per mole. The LUMO energy comes out at 2.405 eV. The HOMO energy is -4.050 eV. As for the frontier orbital gap: 6.46 eV.



no.,molecular weight (g mol⁻¹)
1,468.21
2,317.45
3,600.95